{"formula": "C18H28N2O2", "method": "ωB97M-V with the def2-TZVPD basis set", "elements": ["C", "C", "C", "O", "C", "C", "C", "C", "C", "C", "C", "C", "C", "O", "N", "C", "C", "C", "N", "C", "C", "C", "H", "H", "H", "H", "H", "H", "H", "H", "H", "H", "H", "H", "H", "H", "H", "H", "H", "H", "H", "H", "H", "H", "H", "H", "H", "H", "H", "H"], "coordinates": [[0.053, -4.217, -0.350], [0.981, -3.062, 0.001], [0.214, -1.890, 0.629], [1.039, -1.094, 1.467], [2.069, -0.350, 0.953], [2.926, 0.204, 1.900], [3.987, 0.987, 1.496], [4.228, 1.242, 0.152], [5.394, 2.087, -0.265], [3.364, 0.694, -0.797], [3.580, 0.944, -2.259], [2.294, -0.092, -0.391], [-0.566, -1.093, -0.434], [-0.549, -1.432, -1.606], [-1.271, -0.021, -0.015], [-1.484, 0.387, 1.353], [-2.933, 0.184, 1.817], [-3.912, 1.194, 1.224], [-4.441, 0.848, -0.087], [-5.112, 1.987, -0.673], [-3.528, 0.182, -0.996], [-2.071, 0.681, -1.002], [-0.678, -3.893, -1.086], [0.626, -5.039, -0.773], [-0.470, -4.579, 0.533], [1.493, -2.728, -0.901], [1.732, -3.388, 0.724], [-0.526, -2.304, 1.329], [2.744, 0.007, 2.945], [4.646, 1.408, 2.242], [5.955, 2.421, 0.604], [6.064, 1.525, -0.914], [5.057, 2.964, -0.818], [2.809, 0.458, -2.851], [4.551, 0.563, -2.573], [3.560, 2.013, -2.473], [1.641, -0.496, -1.146], [-0.812, -0.162, 2.009], [-1.228, 1.451, 1.435], [-2.943, 0.306, 2.902], [-3.263, -0.830, 1.593], [-3.423, 2.186, 1.211], [-4.781, 1.277, 1.888], [-5.613, 1.678, -1.589], [-4.434, 2.823, -0.905], [-5.867, 2.345, 0.026], [-3.943, 0.277, -2.001], [-3.512, -0.887, -0.756], [-2.025, 1.754, -0.800], [-1.624, 0.480, -1.977]], "forces_ev_per_angstrom": [[0.100, 0.164, -0.028], [-0.175, 0.159, 0.052], [0.210, -0.468, -0.138], [0.096, 0.107, 0.046], [0.240, 0.183, 0.194], [-0.231, -0.161, -0.036], [-0.064, -0.042, -0.081], [-0.011, 0.000, -0.007], [-0.075, -0.047, -0.023], [0.061, 0.036, 0.195], [-0.006, -0.007, 0.050], [-0.217, -0.156, 0.041], [0.044, 0.102, 0.238], [0.052, -0.231, -0.234], [0.002, 0.257, -0.090], [-0.107, -0.201, 0.464], [0.082, 0.342, -0.154], [-0.229, -0.133, 0.167], [-0.057, 0.040, 0.090], [-0.017, -0.103, 0.016], [0.185, -0.075, -0.047], [-0.168, -0.139, -0.370], [-0.083, -0.054, -0.065], [-0.017, -0.120, -0.031], [-0.063, -0.092, 0.087], [0.043, 0.003, 0.072], [-0.022, 0.073, 0.012], [0.104, 0.070, -0.117], [-0.024, -0.036, 0.127], [0.072, 0.045, 0.068], [0.065, 0.044, 0.018], [0.114, 0.037, -0.064], [0.068, 0.098, -0.059], [-0.024, -0.012, -0.077], [0.067, 0.007, -0.099], [0.023, 0.068, -0.091], [-0.061, -0.085, -0.121], [-0.034, 0.121, -0.095], [0.018, -0.092, 0.057], [-0.022, -0.031, 0.006], [-0.012, -0.115, 0.078], [-0.016, -0.018, 0.019], [0.124, 0.122, 0.005], [-0.051, 0.063, -0.052], [0.015, 0.049, 0.002], [-0.043, 0.093, -0.018], [-0.007, -0.048, 0.013], [0.083, 0.033, -0.149], [0.026, 0.026, 0.002], [-0.057, 0.124, 0.127]], "multiplicity": 1, "e_above_lowest_kcal_mol": 56.1, "smiles": "CC[C@@H](Oc1ccc(C)c(C)c1)C(=O)N1CCCN(C)CC1", "lumo_energy_ev": 0.848, "mol_weight_g_mol": 304.434}

=====

{"formula": "C4H16N2O2", "method": "ωB97M-V with the def2-TZVPD basis set", "elements": ["C", "C", "C", "C", "N", "N", "H", "H", "H", "H", "H", "H", "H", "H", "H", "H", "H", "H", "H", "H", "O", "H", "H", "O"], "coordinates": [[-0.134, -0.287, 0.903], [0.764, -1.370, 0.215], [0.348, -1.943, -1.084], [0.466, -3.316, -1.406], [0.050, -1.016, -2.201], [0.517, 0.332, 2.094], [-0.329, 0.525, 0.197], [-1.133, -0.652, 1.154], [1.773, -0.921, 0.054], [0.912, -2.216, 0.874], [0.281, -3.757, -2.382], [0.723, -4.048, -0.645], [0.937, -0.654, -2.623], [-0.491, -0.215, -1.850], [-0.439, -1.453, -3.012], [0.166, 1.345, 2.189], [0.175, -0.099, 2.963], [1.534, 0.238, 2.132], [-1.124, 2.833, 3.522], [0.288, 3.309, 3.122], [-0.397, 2.661, 2.906], [-2.049, 3.290, -2.260], [-0.623, 3.692, -1.965], [-1.210, 2.916, -1.947]], "forces_ev_per_angstrom": [[-0.111, 0.411, -1.058], [-0.486, -0.219, 0.366], [0.733, 0.358, -0.499], [-0.281, -0.379, 0.210], [0.193, -0.485, -0.127], [-0.762, -0.674, 0.130], [0.179, 0.173, 0.067], [0.306, -0.305, 0.297], [-0.122, -0.089, -0.209], [0.150, -0.188, 0.288], [-0.051, 0.263, -0.288], [0.104, 0.100, 0.264], [-0.172, 0.139, 0.253], [-0.183, 0.442, -0.384], [-0.150, 0.132, 0.403], [0.231, 0.271, 0.587], [0.062, -0.068, -0.041], [0.091, 0.408, -0.138], [-0.071, -0.018, -0.066], [-0.128, 0.160, 0.016], [0.346, -0.105, -0.136], [0.079, -0.235, 0.069], [-0.165, -0.377, -0.001], [0.207, 0.284, -0.001]], "multiplicity": 2, "e_above_lowest_kcal_mol": 0.0, "s_squared": 0.7521, "lumo_energy_ev": [-13.912, -17.573], "mol_weight_g_mol": 124.184, "total_charge": 3}

=====

{"formula": "H8O4", "method": "ωB97M-V with the def2-TZVPD basis set", "elements": ["O", "H", "H", "O", "H", "H", "O", "H", "H", "O", "H", "H"], "coordinates": [[2.936, -2.089, 0.315], [2.173, -1.540, 0.136], [2.683, -2.610, 1.077], [-0.897, 1.958, -2.078], [-1.349, 2.782, -1.897], [-1.512, 1.458, -2.614], [-1.393, -0.976, 2.003], [-1.591, -1.105, 1.075], [-2.249, -0.960, 2.431], [0.485, 0.657, -0.058], [0.605, 1.436, 0.485], [0.108, 0.989, -0.873]], "forces_ev_per_angstrom": [[0.265, -0.127, -0.122], [-0.281, 0.357, -0.056], [-0.049, -0.110, 0.184], [0.045, 0.024, -0.198], [-0.046, 0.262, 0.126], [-0.127, -0.202, -0.191], [0.096, -0.026, 0.214], [0.137, 0.082, -0.298], [-0.199, -0.026, 0.165], [0.329, -0.578, 0.317], [0.035, 0.064, 0.196], [-0.205, 0.281, -0.336]], "multiplicity": 1, "e_above_lowest_kcal_mol": 21.5, "smiles": "O.O.O.O", "lumo_energy_ev": 0.360, "mol_weight_g_mol": 72.060}